(1)
The following is a DFT calculation (ωB97M-V/def2-TZVPD) of C23H27BF5IrN3O3S4Sb as an isolated structure.

Structure (XYZ):
```
68
Properties=species:S:1:pos:R:3
Ir -0.18930 -0.57146 -0.07478
S -4.40519 -1.35006 2.62522
Sb -4.02865 -1.00000 0.36989
S -1.32598 1.38229 -1.05170
S -1.95714 -2.09120 -0.31611
S -5.70547 -1.72131 -1.00996
C -1.96576 -1.81142 5.31701
N -1.24882 -0.95745 4.39092
C -1.30763 0.46940 4.60170
C -0.88458 -1.40146 3.16669
C -0.94715 -2.88596 2.92921
O -0.49146 -0.60167 2.31972
H -2.37535 -1.18433 6.10675
H -1.30709 -2.55414 5.77727
H -2.79762 -2.31090 4.82052
H -1.09212 0.68507 5.64996
H -2.29762 0.85814 4.34337
H -0.57243 0.95706 3.96529
H -0.57989 -3.44094 3.78984
H -0.37065 -3.12813 2.04373
H -1.98753 -3.15563 2.73695
C 4.89208 1.46526 0.03516
N 3.63387 0.86322 -0.31669
C 3.64135 -0.21489 -1.28936
C 2.55110 1.03917 0.45252
N 1.40736 0.83360 0.68332
H 5.60270 0.71917 0.41822
H 4.72051 2.21856 0.80251
H 5.33971 1.94977 -0.84020
H 4.27051 -1.04618 -0.95136
H 4.01668 0.14958 -2.24973
H 2.62304 -0.57364 -1.41688
C 1.94963 8.22580 1.51921
C 2.86937 7.72858 0.40333
C 4.29565 7.66794 0.96424
C 2.82563 8.74521 -0.74491
C 2.44270 6.35614 -0.12169
C 3.28646 5.65173 -0.98088
C 2.93992 4.41051 -1.52135
C 1.71652 3.88758 -1.17372
O 1.14063 2.73119 -1.55570
B -0.12247 2.66663 -0.89404
O -0.27600 3.87219 -0.14918
C 0.86107 4.58183 -0.32698
C 1.19520 5.80614 0.20510
H 2.34224 9.15967 1.92739
H 1.87902 7.50281 2.33252
H 0.94052 8.42342 1.15709
H 4.57683 8.63741 1.38232
H 5.02412 7.41427 0.19529
H 4.36820 6.91949 1.75299
H 3.16462 9.72729 -0.40555
H 1.81126 8.84615 -1.13022
H 3.46419 8.42595 -1.56934
H 4.24189 6.07715 -1.25834
H 3.60219 3.87874 -2.19137
H 0.49527 6.30524 0.85863
F 2.13715 -1.81888 2.03080
C 1.98602 -2.57283 0.91926
C 1.19516 -2.14429 -0.14032
C 1.20282 -3.01006 -1.23062
F 0.53609 -2.69248 -2.36034
C 1.88944 -4.21377 -1.26868
F 1.85741 -5.00748 -2.36232
C 2.63657 -4.60439 -0.17132
F 3.32189 -5.77338 -0.18577
C 2.69068 -3.76960 0.92980
F 3.44262 -4.12940 1.99643
```

HOMO (alpha / beta)   -0.0154 / -0.0749 Eh
Charge   -2
Expectation value of S²   6.0365
LUMO energy (alpha / beta)   3.6 / 3.6 eV
Kohn-Sham gap (alpha / beta)   4.0 / 5.6 eV
Multiplicity   5

=====

(2)
The following is a DFT calculation (ωB97M-V/def2-TZVPD) of a 2-piece molecular cluster, C23H27Br2F8N2O8 overall at a distorted geometry.

Structure (XYZ):
```
70
Properties=species:S:1:pos:R:3
C -1.15971 -3.90921 -3.59962
C -0.83133 -3.47463 -2.18256
O 0.51851 -3.78651 -1.89994
C 1.02936 -3.18115 -0.73904
C 0.68930 -4.02922 0.48808
O 0.46518 -3.28103 1.70970
N -0.45739 -2.28280 1.57054
C -1.70133 -2.59122 1.21721
C -2.64317 -1.60815 1.08963
C -2.31944 -0.28179 1.35376
C -3.32908 0.83174 1.23974
C -4.61575 0.50558 0.46209
C -5.93563 0.31470 1.24903
F -6.71151 1.41570 1.16138
Br -6.89801 -1.15331 0.35461
C -5.77959 -0.02120 2.74879
F -4.81934 -0.95348 2.89277
F -5.38933 1.10009 3.38255
Br -7.38962 -0.63318 3.64272
C -0.99633 0.01057 1.74907
C -0.56656 1.42208 2.06445
C 0.27800 2.01152 0.93863
O -0.62541 2.58073 -0.03093
C -0.31589 2.27749 -1.33079
C -1.44481 1.69919 -2.13246
O 0.76866 2.47928 -1.78416
C -0.07426 -1.00856 1.84284
N 1.25125 -0.70025 2.26067
C 2.34355 -1.06062 1.38575
O 2.74760 -0.33694 0.54899
F 2.87943 -2.24846 1.63502
C 1.49034 -1.01465 3.66264
O 1.59938 -2.07506 4.14543
F 1.55957 0.12808 4.34305
H -0.30880 -3.76287 -4.25736
H -2.01021 -3.33848 -3.96795
H -1.46093 -4.95373 -3.61688
H -1.01397 -2.39864 -2.07297
H -1.49586 -4.01858 -1.49840
H 2.10380 -3.11255 -0.88458
H 0.62415 -2.16242 -0.66743
H 1.53583 -4.65985 0.74367
H -0.13594 -4.70555 0.26966
H -1.93868 -3.62916 1.04900
H -3.64501 -1.88550 0.80400
H -2.81869 1.62478 0.69173
H -3.51752 1.23844 2.22904
H -4.81627 1.34906 -0.19637
H -4.48394 -0.34357 -0.19493
H 0.03634 1.39463 2.96893
H -1.43232 2.04044 2.26474
H 0.85033 1.22602 0.44955
H 0.96306 2.76813 1.31004
H -2.31651 1.45250 -1.53461
H -1.07969 0.83249 -2.67605
H -1.73512 2.44440 -2.87231
C 3.96754 1.90660 -2.51406
C 4.30027 2.43164 -1.13705
O 5.63036 2.98357 -1.06917
C 5.78564 4.18793 -1.59903
O 4.94543 4.86673 -2.10652
C 7.25230 4.63863 -1.43273
F 8.09389 3.68245 -1.83400
F 7.49741 4.90167 -0.14285
F 7.48150 5.73366 -2.14110
H 4.70751 1.17126 -2.83333
H 2.98436 1.44053 -2.49901
H 3.95467 2.70734 -3.25131
H 4.29932 1.62184 -0.40981
H 3.57910 3.18081 -0.81022
```

HOMO   -0.4643 Eh
Charge   +1
LUMO energy   -4.7 eV
Kohn-Sham gap   7.9 eV

=====

(3)
The following is a DFT calculation (ωB97M-V/def2-TZVPD) of C23H27CaN3O3P2S3 as an isolated structure.

Structure (XYZ):
```
62
Properties=species:S:1:pos:R:3
Ca 0.32466 -1.09060 -1.40451
C -1.97863 0.01597 2.39955
C -1.77759 -0.67302 1.06730
O -0.61599 -0.91380 0.73527
C -2.94233 -1.05941 0.26886
C -4.22724 -0.73580 0.74610
C -5.37860 -1.10976 0.09815
C -5.26319 -1.85779 -1.08700
C -4.03722 -2.18605 -1.59358
C -2.81221 -1.78318 -0.96727
O -1.70760 -2.06851 -1.53691
H -0.99604 0.19240 2.82988
H -2.59224 -0.58480 3.07403
H -2.46789 0.97720 2.23159
H -4.30867 -0.15124 1.65276
H -6.34900 -0.82920 0.48747
H -6.15893 -2.16812 -1.61663
H -3.93700 -2.74235 -2.51789
O -0.59767 0.97568 -1.96192
N -1.86676 1.11211 -2.29815
C -2.28009 0.45947 -3.41048
C -3.57709 0.49527 -3.83508
C -4.49469 1.23707 -3.08129
C -4.06027 1.90884 -1.97131
C -2.71145 1.88116 -1.53587
S -2.15903 2.72474 -0.16956
H -1.49605 -0.10024 -3.90015
H -3.86327 -0.06246 -4.71473
H -5.53915 1.27433 -3.36642
H -4.73817 2.48893 -1.36205
C 4.23452 -1.90986 2.52495
P 2.85532 -0.69508 2.44015
C 2.48869 -0.57683 4.24815
C 3.87539 0.83694 2.23621
C 3.10692 2.13955 2.48997
P 1.36371 2.11171 1.84220
C 1.04421 3.92627 1.86073
C 1.71231 1.89954 0.05923
H 3.83034 -2.89682 2.75688
H 4.97786 -1.63601 3.28044
H 4.69969 -1.97728 1.54093
H 3.38463 -0.37046 4.84322
H 2.05392 -1.52127 4.58113
H 1.75131 0.20905 4.41956
H 4.23085 0.80880 1.20224
H 4.75831 0.78412 2.88455
H 3.64749 2.98594 2.04969
H 3.04083 2.32628 3.56708
H 1.83823 4.48444 1.35477
H 0.95767 4.28117 2.89020
H 0.09884 4.10941 1.34787
H 2.43660 2.63811 -0.29906
H 0.77580 2.00590 -0.49347
H 2.12842 0.90368 -0.12297
S 1.28036 -1.76280 -3.97577
C 2.89981 -2.32742 -3.69655
C 3.60061 -2.75477 -4.88026
N 4.13073 -3.09568 -5.84608
C 3.55948 -2.40469 -2.50167
S 2.94180 -1.96855 -0.92486
C 4.90853 -2.89875 -2.49329
N 5.99619 -3.28147 -2.44634
```

HOMO   -0.0604 Eh
Charge   -2
LUMO energy   4.5 eV
Kohn-Sham gap   6.1 eV

=====

(4)
The following is a DFT calculation (ωB97M-V/def2-TZVPD) of C23H27ClIOPSbTi as an isolated structure at a distorted geometry.

Structure (XYZ):
```
56
Properties=species:S:1:pos:R:3
C 0.67060 6.11753 1.58255
I 0.73082 4.07968 0.53669
H 1.11445 5.98223 2.56765
H -0.38926 6.39091 1.62200
H 1.24252 6.79280 0.94211
Ti 1.17283 1.59223 0.07380
P 3.12528 1.48733 -1.36765
C 3.22190 2.28240 -3.03351
C 4.34125 2.44846 -0.41411
H 4.20246 -0.60939 -0.80141
H 5.06672 0.21698 -2.11039
H 3.55485 -0.65697 -2.43865
C 4.07787 -0.03208 -1.71408
H 4.51807 1.96450 0.54595
H 5.27264 2.45009 -0.98943
H 4.28086 2.35947 -3.33840
H 2.75121 3.27564 -3.00127
H 3.99999 3.46786 -0.22365
H 2.66120 1.66712 -3.75178
C 0.36180 1.73134 -1.73654
O -0.14121 2.00604 -2.77006
Cl 2.37198 0.24473 1.48557
C 0.19238 -5.03486 -0.97871
C 0.18884 -3.98730 -1.90623
C -0.12197 -2.68390 -1.49153
C -0.41831 -2.43896 -0.15399
C -0.48358 -3.48651 0.76344
C -0.14799 -4.78624 0.35392
Sb -0.80353 -0.32122 0.37221
C -2.66135 -0.25172 -0.82802
C -3.07202 0.99463 -1.29911
C -4.10563 1.10233 -2.24714
C -4.74952 -0.05834 -2.70766
C -4.35819 -1.31816 -2.21181
C -3.32451 -1.40397 -1.25838
C -1.10587 -0.69961 2.56216
C -2.27062 -0.30315 3.21490
C -2.38380 -0.46812 4.60964
C -1.33395 -1.03621 5.34961
C -0.17174 -1.46223 4.68855
C -0.08245 -1.29826 3.29215
H 0.45268 -6.04855 -1.29887
H 0.41864 -4.17049 -2.95747
H -0.13256 -1.87324 -2.22399
H -0.78751 -3.30447 1.79273
H -0.16882 -5.59424 1.08561
H -2.57367 1.90292 -0.95973
H -4.40900 2.09098 -2.61819
H -5.57471 0.01606 -3.42912
H -4.86159 -2.23309 -2.55127
H -3.02459 -2.37941 -0.87027
H -3.09428 0.12912 2.64074
H -3.30287 -0.15274 5.12176
H -1.41989 -1.15876 6.43872
H 0.66066 -1.90573 5.24652
H 0.82250 -1.63545 2.79347
```

HOMO (alpha / beta)   -0.5173 / -0.5171 Eh
Charge   +2
Expectation value of S²   0.7623
LUMO energy (alpha / beta)   -8.3 / -8.2 eV
Kohn-Sham gap (alpha / beta)   5.8 / 5.8 eV
Multiplicity   2